# 1
Density functional theory data (ωB97M-V/def2-TZVPD) for a structure of composition C30H43N2O8OsSi3.

```
87
Properties=species:S:1:pos:R:3:forces:R:3:mulliken_charge:R:1
Os -0.525349 0.126359 0.361739 0.115 -0.234 0.190 1.006
C -0.346719 -3.597021 1.580304 -0.024 -0.001 -0.054 -1.497
C -1.454424 -3.001663 0.782868 0.146 -0.013 0.033 -0.019
N -1.596033 -1.729508 0.414899 -0.007 0.074 -0.062 0.674
C -2.768371 -1.635172 -0.288499 -0.024 -0.117 0.028 -0.615
C -3.342913 -2.861258 -0.376644 -0.062 -0.037 0.149 0.016
N -2.498772 -3.699165 0.305392 -0.012 0.066 -0.012 -0.014
C -4.578033 -3.420593 -1.004018 0.246 -0.171 -0.046 0.443
O -5.344034 -2.582918 -1.655934 -0.064 0.188 -0.126 -0.515
O -4.776557 -4.603247 -0.899646 -0.059 0.081 0.051 -0.585
C -3.182545 -0.294816 -0.716276 -0.142 0.077 -0.284 1.385
O -4.248515 -0.100820 -1.275520 0.152 -0.022 0.031 -0.808
O -2.317798 0.626553 -0.413279 0.092 -0.030 0.052 0.375
H 0.467396 -2.883634 1.690306 0.002 0.018 0.026 0.184
H 0.034708 -4.494827 1.092636 0.025 0.010 0.004 0.431
H -0.693660 -3.879048 2.575253 -0.022 -0.003 -0.014 0.423
H -2.681276 -4.689898 0.407745 -0.019 -0.006 -0.025 0.316
H -4.998039 -1.651225 -1.645936 -0.103 -0.028 0.166 0.426
O 0.926720 -1.417458 -0.417867 -0.365 -0.008 0.013 -0.230
C 1.513285 -1.162140 -1.742571 0.191 0.065 -0.054 3.777
C 0.979082 0.212112 -2.185787 -0.210 -0.417 -0.258 -1.838
O 1.357475 0.726644 -3.201455 0.125 0.182 0.046 -0.597
O -0.012007 0.668067 -1.461602 0.066 0.306 0.016 -0.768
C 3.028183 -1.184741 -1.606436 -0.038 -0.023 0.025 -0.508
C 3.634549 -1.608453 -0.429821 0.027 0.052 0.029 0.369
C 5.019921 -1.639912 -0.325417 -0.024 -0.014 0.015 -1.021
C 5.806236 -1.256975 -1.398441 0.017 0.005 -0.020 -0.581
C 5.202675 -0.854574 -2.582649 -0.010 -0.008 0.009 -0.936
C 3.822073 -0.822805 -2.693002 -0.034 0.005 0.037 -0.537
C 0.963992 -2.261848 -2.642277 0.005 -0.021 0.069 -0.410
C -0.107325 -2.046957 -3.503685 -0.033 0.020 -0.002 -0.483
C -0.666727 -3.115039 -4.192633 -0.003 0.023 0.011 -0.996
C -0.169132 -4.397831 -4.019141 0.010 -0.014 0.019 -0.571
C 0.901433 -4.616338 -3.161386 -0.007 -0.007 -0.023 -0.901
C 1.469837 -3.552664 -2.477944 0.011 0.037 -0.026 0.036
H 0.411186 -2.229166 -0.536960 0.106 -0.045 0.049 -0.016
H 3.032747 -1.915200 0.414340 0.019 0.008 0.010 0.302
H 5.480984 -1.970332 0.596364 -0.004 0.000 0.001 0.462
H 6.884803 -1.279815 -1.318173 -0.001 0.000 -0.001 0.429
H 5.810628 -0.565284 -3.429254 -0.003 0.003 -0.004 0.451
H 3.359220 -0.506383 -3.615585 -0.024 0.015 -0.027 0.528
H -0.498000 -1.048764 -3.660674 0.001 -0.008 0.010 0.641
H -1.490604 -2.939079 -4.871253 -0.001 -0.001 -0.003 0.474
H -0.606980 -5.225834 -4.560465 0.003 0.001 -0.004 0.445
H 1.307953 -5.612002 -3.042058 -0.002 0.001 0.003 0.465
H 2.329245 -3.713654 -1.836952 -0.004 -0.012 0.002 0.460
C -1.835506 -0.839329 3.284833 -0.069 0.006 -0.010 -1.078
O -1.211898 0.125349 2.441066 0.150 -0.062 -0.008 -0.729
Si -1.424031 1.834397 2.530071 -0.165 0.025 -0.013 -0.256
C -0.874683 2.404872 4.207184 0.071 0.045 -0.023 -1.410
C -3.243986 2.138129 2.348059 -0.006 0.028 0.015 -1.000
C -0.429288 2.084224 0.968576 0.092 -0.107 0.158 1.706
Si 1.465869 2.018382 1.373884 -0.138 0.177 -0.162 0.641
C 2.633145 2.111896 -0.086817 0.022 -0.006 0.036 -1.368
C 1.691249 0.305910 2.152705 0.031 -0.005 0.002 -0.599
C 1.989999 3.398874 2.515409 -0.004 -0.038 0.083 -1.248
Si -0.971222 3.644780 -0.002436 0.001 -0.011 -0.157 0.352
C -1.141364 4.985083 1.305589 0.007 0.027 0.028 -1.031
C -2.582551 3.535831 -0.931007 -0.047 0.094 0.044 -1.148
C 0.350214 4.186806 -1.208343 -0.036 -0.013 0.025 -1.070
H -2.055003 -0.381284 4.249273 0.006 0.007 -0.002 0.378
H -1.149095 -1.669816 3.445394 -0.009 0.016 -0.018 0.231
H -2.766253 -1.197152 2.843528 -0.005 -0.009 0.001 0.255
H -1.609647 2.110528 4.960184 -0.017 -0.018 -0.017 0.466
H -0.827903 3.496767 4.223596 0.010 -0.009 0.028 0.408
H 0.099276 2.017241 4.506455 0.002 0.018 0.001 0.415
H -3.777086 1.607630 3.142823 0.000 -0.012 -0.003 0.439
H -3.620770 1.798460 1.384076 -0.008 0.002 0.014 0.103
H -3.490286 3.195183 2.458680 -0.006 -0.005 -0.012 0.408
H 2.185531 1.939232 -1.060050 -0.010 0.015 -0.040 0.301
H 3.443214 1.388965 0.046936 -0.020 -0.017 -0.011 0.507
H 3.090768 3.101448 -0.125868 -0.002 0.011 0.006 0.610
H 1.268505 0.232261 3.153975 -0.003 0.021 0.000 0.261
H 2.762130 0.092634 2.188567 0.025 0.027 -0.007 0.671
H 1.282805 -0.547461 1.586459 -0.012 -0.093 0.042 -0.462
H 2.034750 4.321387 1.932582 -0.012 0.016 0.018 0.331
H 3.004642 3.198301 2.871517 0.004 -0.021 -0.026 0.398
H 1.355755 3.570244 3.381176 -0.001 -0.006 0.000 0.375
H -1.910058 4.772497 2.052566 -0.002 0.005 -0.007 0.244
H -1.436874 5.914969 0.813089 0.012 0.011 0.011 0.459
H -0.205970 5.180239 1.833952 0.003 -0.005 -0.007 0.266
H -3.445259 3.376839 -0.283426 0.011 -0.053 -0.021 0.308
H -2.585537 2.770151 -1.702670 0.036 -0.015 -0.009 0.226
H -2.718318 4.508639 -1.414211 -0.009 -0.011 -0.005 0.564
H 1.283323 4.482891 -0.728820 0.026 -0.006 0.009 0.301
H -0.035240 5.066168 -1.731774 0.008 0.000 0.000 0.487
H 0.566137 3.426165 -1.959388 0.004 -0.025 -0.006 0.216
```
Forces are in eV/Å.

Results
- Kohn-Sham gap: 0.2655 hartree
- 2S+1: 1
- Relative energy (zero: lowest compared OMol25 entry of this formula, charge and spin): 0.159 eV
- Energy: -77267.43702 eV
- Net charge: +1
- Lowest unoccupied orbital energy: -4.5 eV
- Highest occupied orbital energy: -11.75 eV

***

# 2
Density functional theory data (ωB97M-V/def2-TZVPD) for a structure of composition C30H44As6F36N6O2.

```
124
Properties=species:S:1:pos:R:3:forces:R:3:mulliken_charge:R:1
C 11.002985 0.971200 4.353135 -0.519 0.607 -0.595 -0.897
C 10.659875 0.300580 3.060865 -5.181 -0.576 -0.251 0.434
O 9.502565 0.238610 2.601325 5.365 -0.189 1.182 -0.430
N 11.841315 -0.370950 2.388295 0.436 1.766 -2.538 -0.103
H 12.623415 0.137910 2.774925 0.576 0.267 0.022 0.389
H 12.106665 -1.333150 2.542795 -0.827 -0.749 0.247 0.344
C 11.814085 -0.069100 0.852625 -0.597 -0.580 -0.549 -0.849
H 10.357795 1.849740 4.352905 -0.029 0.065 0.290 0.323
H 12.028595 1.320120 4.473495 0.024 -0.370 0.038 0.407
H 10.649815 0.327400 5.158665 0.248 -0.025 0.145 0.297
H 12.700025 -0.427150 0.328215 0.244 0.071 0.634 0.342
H 11.631955 0.979500 0.617325 0.289 0.099 0.690 0.362
H 10.975025 -0.583240 0.383865 -0.113 -0.202 0.522 0.381
C 3.528685 -4.842940 0.825895 -0.366 -0.493 0.980 -1.023
C 4.461215 -3.889530 1.581805 1.033 2.831 -3.422 0.509
O 5.241095 -3.164660 0.969695 -2.035 -2.363 2.976 -0.405
N 4.206615 -3.615310 3.103185 1.854 -2.398 -0.002 -0.173
H 4.284305 -2.632700 3.323505 0.253 0.666 -0.033 0.357
H 3.264615 -3.919750 3.303295 -0.389 -0.083 0.348 0.375
C 5.244795 -4.472820 4.015765 -0.810 0.688 -0.404 -0.736
H 3.908875 -5.123160 -0.156475 0.526 0.073 0.382 0.343
H 2.539185 -4.443130 0.604235 0.102 0.998 0.198 0.347
H 3.212535 -5.715340 1.397785 0.607 -0.320 0.120 0.362
H 6.259915 -4.115420 3.842865 -0.312 0.070 -0.406 0.335
H 5.129195 -5.530700 3.779895 -0.058 0.247 -0.331 0.347
H 5.023045 -4.339000 5.074545 -0.393 0.343 -0.225 0.359
C -5.856575 -2.882890 1.261935 1.089 0.628 -0.851 -0.965
N -6.874935 -3.750220 1.841345 -1.435 -0.361 0.844 0.035
C -8.021075 -3.178090 2.266235 -0.825 -1.795 0.618 -0.154
C -9.058155 -4.002070 2.817615 1.626 1.511 -0.665 -0.739
C -8.894165 -5.377200 2.843535 -1.724 1.433 0.526 0.848
C -7.776175 -5.915520 2.283105 1.850 -1.038 0.362 -0.566
C -6.742565 -5.122830 1.870705 0.185 1.985 -0.837 -0.445
C -9.934885 -6.213610 3.488605 -0.159 -1.572 -1.548 0.661
C -10.437605 -7.370830 2.841055 -0.107 0.498 1.586 -0.716
C -11.371445 -8.143220 3.542745 -0.281 0.563 -0.378 -0.111
N -11.844575 -7.801810 4.783145 1.559 0.558 -0.525 0.072
C -11.285125 -6.760250 5.417345 -0.498 0.769 -1.078 -0.316
C -10.437815 -5.948840 4.725075 0.709 1.305 1.379 -0.519
C -12.868735 -8.538330 5.476335 -0.723 -1.550 0.234 -0.873
H -4.862205 -2.979540 1.697805 -0.114 -0.866 0.018 0.352
H -6.008135 -1.812400 1.400475 -0.915 -0.170 0.112 0.364
H -5.869065 -3.084780 0.190865 0.335 0.096 0.009 0.426
H -8.110385 -2.105220 2.180405 0.025 0.052 0.036 0.443
H -9.906285 -3.474140 3.227915 -0.185 -0.176 -0.063 0.479
H -7.563745 -6.968450 2.395435 -0.129 -0.179 -0.360 0.465
H -5.796605 -5.445030 1.461125 -0.047 -0.399 0.172 0.486
H -10.099645 -7.582270 1.837325 -0.251 -0.473 0.002 0.520
H -11.834625 -9.002400 3.080515 -0.053 -0.076 0.100 0.387
H -11.574315 -6.358790 6.377345 -0.582 -0.915 0.250 0.395
H -10.169905 -5.059840 5.276695 0.435 0.139 -0.133 0.450
H -12.400125 -9.164580 6.235495 -0.031 0.144 0.139 0.378
H -13.353015 -9.225630 4.782665 -0.088 0.218 -0.005 0.289
H -13.611915 -7.884210 5.932305 0.212 0.075 -0.174 0.354
C -2.658605 2.377750 -5.990265 -0.094 -0.007 0.163 -0.937
N -1.672805 2.390970 -4.876115 -0.129 -0.125 -1.042 0.046
C -0.380655 2.235120 -5.210615 1.175 -0.036 1.847 -0.110
C 0.580225 2.253090 -4.190365 -0.995 0.770 0.994 -0.795
C 0.148995 2.678490 -2.890375 3.638 -0.987 0.173 0.820
C -1.164085 2.742960 -2.629505 -1.663 0.581 1.224 -0.564
C -2.080955 2.580370 -3.604825 -0.141 0.642 -1.283 -0.412
C 1.142765 2.968030 -1.739185 1.422 -2.283 -0.264 0.903
C 0.965375 3.941370 -0.795965 -0.321 1.345 0.413 -0.686
C 1.933495 4.278290 0.168095 0.698 -1.226 -1.432 -0.291
N 3.081885 3.532360 0.243305 -1.025 2.068 -0.145 0.059
C 3.296235 2.566850 -0.650255 -0.149 -0.932 0.800 -0.263
C 2.334825 2.184050 -1.529815 -1.202 0.617 -1.825 -0.701
C 4.215595 4.022430 1.099015 -0.679 -0.428 -0.881 -0.968
H -3.287745 1.501930 -5.831435 -0.597 0.576 0.137 0.373
H -2.213335 2.213030 -6.971455 0.519 0.203 0.311 0.363
H -3.090775 3.378120 -5.965945 -0.702 -0.463 -0.177 0.369
H -0.080355 2.180120 -6.246575 -0.353 -0.335 -0.092 0.416
H 1.612955 1.992450 -4.369165 0.073 0.394 -0.292 0.491
H -1.628475 3.001010 -1.689195 0.571 0.047 0.424 0.543
H -3.080765 2.874830 -3.321875 -0.535 -0.650 -0.872 0.427
H 0.089315 4.567420 -0.879335 0.003 0.280 0.259 0.461
H 1.891865 5.237570 0.662545 -0.063 -0.288 0.641 0.459
H 4.228765 2.027210 -0.575515 0.102 0.073 -0.005 0.428
H 2.587255 1.349440 -2.167065 -0.097 -0.010 -0.172 0.415
H 4.798685 4.628230 0.405415 0.159 0.430 0.511 0.499
H 4.804455 3.148200 1.376645 -0.167 0.221 0.358 0.308
H 3.734715 4.547470 1.924365 0.657 0.003 0.029 0.344
As -0.156185 2.909370 -13.699035 -1.117 -0.438 -1.385 1.947
F 0.753365 2.641530 -15.239985 -0.224 0.688 1.796 -0.496
F -1.324315 3.888810 -14.619925 0.822 -0.292 0.718 -0.481
F -1.163385 3.090870 -12.236285 0.871 -0.032 -0.751 -0.500
F 0.839815 1.687830 -12.853325 -0.028 1.721 -0.304 -0.484
F 0.714095 4.455780 -13.270895 -0.512 -2.338 -0.372 -0.497
F -1.124005 1.495870 -14.193265 0.152 0.642 0.423 -0.490
As 8.390035 1.277040 -4.314565 -1.242 0.351 -1.444 1.980
F 8.536655 2.496950 -3.027365 0.136 -1.433 -0.583 -0.480
F 10.015465 0.635700 -4.114335 -0.709 0.125 0.623 -0.487
F 8.104175 0.230660 -5.701975 0.054 0.118 0.814 -0.471
F 6.647455 1.852900 -4.487205 1.881 -0.467 0.176 -0.536
F 9.111665 2.400390 -5.485825 -0.944 -0.276 1.113 -0.470
F 7.747995 -0.057290 -3.256985 0.697 1.364 -0.331 -0.535
As 6.368865 9.269830 -1.642355 1.405 0.727 0.420 1.985
F 6.384555 7.504340 -1.457475 -0.464 0.705 0.062 -0.498
F 6.949185 9.018350 -3.291415 -0.606 0.527 1.004 -0.462
F 6.436845 11.089100 -1.807355 -0.145 -2.332 0.121 -0.507
F 5.866775 9.430830 0.061095 0.143 -0.075 -1.262 -0.484
F 8.129385 9.241240 -1.055055 -2.140 0.272 -0.723 -0.527
F 4.643955 9.252770 -2.173485 1.679 -0.025 0.521 -0.502
As -8.842385 -0.487420 -4.053315 0.658 2.369 -0.053 1.984
F -7.001745 -0.478630 -4.291095 -2.078 -0.292 0.431 -0.544
F -8.852535 1.157880 -4.745755 0.044 -0.940 1.163 -0.477
F -10.603645 -0.401670 -3.757605 1.544 -0.441 -0.219 -0.484
F -8.718005 -2.118750 -3.389425 -0.192 0.710 -0.537 -0.487
F -8.610955 0.185320 -2.344775 -0.046 -0.899 -1.919 -0.532
F -9.107555 -0.964550 -5.734185 0.270 -0.712 1.414 -0.460
As 4.073855 1.454960 7.060755 -0.018 1.639 0.665 1.967
F 5.852165 1.810000 6.971185 -1.765 -0.666 0.342 -0.504
F 4.115505 -0.148610 7.882425 0.729 1.032 -1.129 -0.503
F 2.343595 1.314040 7.078765 0.127 -0.866 -0.326 -0.445
F 3.657625 3.046100 6.301335 1.330 -1.381 0.328 -0.491
F 4.339435 0.665080 5.447665 -0.645 0.312 1.140 -0.539
F 4.015145 2.173590 8.688505 0.367 -0.448 -1.348 -0.484
As -4.335825 4.189510 3.723255 -0.053 -0.329 -0.847 1.997
F -3.244905 5.502360 4.031115 -0.666 -0.211 0.109 -0.442
F -4.554645 4.794680 1.981245 0.408 -0.925 2.178 -0.525
F -5.420175 2.823430 3.322485 1.009 0.744 0.133 -0.499
F -4.140745 3.503030 5.362955 -0.244 0.727 -1.337 -0.483
F -5.783815 5.137100 4.238315 1.690 -0.958 -0.513 -0.493
F -2.795985 3.246510 3.249095 -2.086 0.672 0.093 -0.556
```
Forces are in eV/Å.

Results
- Kohn-Sham gap: 0.1240 hartree
- 2S+1: 1
- Relative energy (zero: lowest compared OMol25 entry of this formula, charge and spin): 8.281 eV
- Energy: -507722.01084 eV
- Lowest unoccupied orbital energy: -5.9 eV
- Highest occupied orbital energy: -9.31 eV